Entry 1:
Molecular formula: C8H8N2OS
Method: DFT, wB97M-V/def2-TZVPD

Structure (ORCA input):
```
! RIJCOSX wB97M-V def2-TZVPD def2/J DEFGRID3
* xyz 0 1
C -2.211 -0.716 1.737
C -2.836 -0.488 0.442
C -0.880 -0.376 1.851
C -2.103 -0.204 -0.662
C -0.069 0.020 0.702
C -0.763 0.213 -0.653
C 1.851 0.782 -0.233
C 2.674 -0.181 -1.071
N 1.162 0.422 0.840
N -0.155 0.652 -1.693
O 2.733 0.351 -2.427
S 2.591 2.401 -0.315
H -2.942 -0.968 2.466
H -3.906 -0.559 0.362
H -0.267 -0.230 2.715
H -2.547 0.176 -1.568
H 2.297 -1.178 -0.933
H 3.855 -0.288 -0.803
H 1.857 0.659 -2.728
H 2.130 2.739 0.877
*
```

Calculated values
Gap between HOMO and LUMO (alpha / beta)   6.82 / 6.82 eV
HOMO level (alpha / beta)   -8.164 / -8.165 eV
E_tot   -24284.019 eV

***

Entry 2:
Molecular formula: C18H29BBrClF3N2O2Si
Method: DFT, wB97M-V/def2-TZVPD

Structure (ORCA input):
```
! RIJCOSX wB97M-V def2-TZVPD def2/J DEFGRID3
* xyz -1 1
C -4.160 0.499 -0.139
C -2.616 0.938 0.334
C -2.329 0.494 1.878
Br -3.547 1.670 3.019
C -0.826 0.744 2.444
C -0.642 -0.567 3.467
N -1.536 -0.492 4.693
O -0.619 2.010 3.167
B 0.838 2.254 3.459
F 1.171 3.618 2.973
C 1.278 1.889 5.034
N 1.439 3.242 5.738
O 1.458 1.285 2.487
C 0.495 0.698 1.494
Cl 1.339 -0.964 1.176
C 0.691 1.722 0.233
F 2.111 2.232 0.331
F -0.161 2.943 0.280
C 0.653 0.963 -1.257
C 2.161 0.602 -1.829
Si 2.125 -0.662 -3.325
C 3.812 -1.570 -3.578
C 1.818 0.343 -4.985
C 0.600 -1.891 -3.215
C -0.503 -2.014 -4.421
C -1.815 -3.036 -4.258
C -2.074 -3.937 -2.913
C -0.961 -3.857 -1.703
C 0.336 -2.842 -1.867
H -4.177 -0.654 -0.338
H -4.990 0.891 0.586
H -4.340 1.065 -1.175
H -1.904 0.326 -0.362
H -2.574 2.099 0.196
H -2.733 -0.610 2.027
H 0.453 -0.699 3.854
H -0.957 -1.556 2.879
H -1.551 0.483 5.077
H -1.094 -1.080 5.444
H 0.457 1.290 5.614
H 2.262 1.231 5.074
H 0.560 3.780 5.534
H 2.283 3.718 5.306
H 0.073 -0.050 -1.193
H 0.163 1.718 -2.019
H 2.867 0.119 -1.010
H 2.685 1.592 -2.213
H 4.591 -0.765 -3.985
H 4.236 -1.979 -2.566
H 3.770 -2.401 -4.433
H 0.731 0.782 -4.976
H 2.665 1.140 -5.167
H 1.905 -0.453 -5.844
H -0.364 -1.354 -5.397
H -2.555 -3.040 -5.177
H -3.008 -4.629 -2.780
H -1.082 -4.471 -0.704
H 1.087 -2.809 -0.969
*
```

Calculated values
Gap between HOMO and LUMO   6.60 eV
HOMO level   -4.770 eV
E_tot   -125476.200 eV

***

Entry 3:
Molecular formula: C7H10N
Method: DFT, wB97M-V/def2-TZVPD

Structure (ORCA input):
```
! RIJCOSX wB97M-V def2-TZVPD def2/J DEFGRID3
* xyz 1 1
C 0.792 0.889 0.342
C -2.640 -0.187 1.384
C -2.151 -0.056 0.207
C 1.981 -0.098 0.485
C 0.780 -0.894 0.027
C -2.372 0.144 -1.181
C 3.249 0.192 -0.156
N -0.189 0.027 0.478
H -1.954 -0.282 2.181
H -3.612 -0.060 1.790
H 1.939 -0.032 1.605
H 0.634 -1.375 -0.929
H -3.346 0.420 -1.512
H -2.140 -0.646 -1.939
H -1.741 0.981 -1.687
H 4.099 -0.546 -0.099
H 3.564 1.156 0.194
H 3.106 0.365 -1.188
*
```

Calculated values
Gap between HOMO and LUMO (alpha / beta)   9.03 / 9.02 eV
HOMO level (alpha / beta)   -13.952 / -13.951 eV
E_tot   -8897.322 eV

***

Entry 4:
Molecular formula: C6H10
Method: DFT, wB97M-V/def2-TZVPD

Structure (ORCA input):
```
! RIJCOSX wB97M-V def2-TZVPD def2/J DEFGRID3
* xyz 0 1
C -0.254 1.623 1.470
C -0.164 1.093 0.044
C -0.371 -0.753 -1.502
C 0.774 -1.635 -1.169
C 0.477 -1.311 0.288
C -0.625 -0.376 -0.043
H 0.276 2.577 1.556
H 0.212 0.914 2.162
H -1.295 1.775 1.773
H -0.746 1.712 -0.648
H -0.156 0.099 -2.160
H 0.602 -2.716 -1.213
H 1.712 -1.390 -1.675
H 0.885 1.107 -0.278
H 0.254 -2.169 0.934
H -1.581 -0.551 0.460
*
```

Calculated values
Gap between HOMO and LUMO (alpha / beta)   8.41 / 8.41 eV
HOMO level (alpha / beta)   -8.175 / -8.204 eV
E_tot   -6379.356 eV

***

Among the records above, which one has the highest E_tot? C6H10